No. 1
The following is a quantum chemistry calculation of a structure of composition C38H40BCl2N7O2SW, from the Open Molecules 2025 dataset.

Structure (ORCA input):
```
! RIJCOSX wB97M-V def2-TZVPD def2/J DEFGRID3
* xyz 2 1
W 0.37687 -0.08998 0.50733
Cl 4.95777 0.78256 -0.35922
Cl 0.68693 1.86613 2.70368
S 0.51375 -2.19310 -0.86955
O -3.86700 -0.53528 -0.70987
O -2.33941 -2.12873 -0.12854
N 0.08747 0.76046 -1.59100
N -1.67941 0.14314 0.52863
N 1.77318 -2.20133 -3.23507
N 2.07338 0.42994 0.71699
N -1.06957 1.42942 0.27932
N 3.18058 -2.32196 -1.36777
N -0.03624 -1.11763 2.11395
C 1.79928 -4.15640 3.19207
C 0.78149 1.03176 -2.70474
C -5.75794 -2.09497 -1.19069
C 1.63017 -1.46205 3.86942
C -1.29806 -0.76177 2.71650
C 4.99500 2.54578 1.68851
C 0.47123 -2.57551 -3.85580
C -7.60356 -3.85510 -1.43026
C 2.73804 -1.66025 -4.22410
C -0.03884 3.25151 -2.75129
C -8.31602 -2.85070 -2.34850
C -3.85910 -4.08236 -0.49460
C 0.87174 -1.97799 2.83446
C -6.13856 -3.44502 -1.17537
C 2.93045 1.36354 1.34600
C -3.54148 -2.75327 -0.50348
C -1.70757 -1.06876 3.99666
C -7.68688 -5.24590 -2.07761
C -0.73845 2.98971 -1.59141
C 0.93975 -3.31522 2.49151
C -3.73524 0.22747 3.66220
C -2.91901 -0.56805 4.46002
C 1.96852 -2.20737 -1.90271
C 4.24795 1.60930 1.00036
C -3.35206 0.50660 2.36192
C 2.47937 -2.30524 4.57466
C 4.42068 3.26580 2.72643
C -2.15095 0.00610 1.92360
C -5.17447 -4.40592 -0.83764
C 2.37735 2.12994 2.37602
C -4.45968 -1.80644 -0.84924
C 3.46504 -2.19100 0.08788
C -0.62680 1.74067 -1.04437
C 2.56701 -3.65343 4.23719
C 3.09233 3.07110 3.07098
C 4.39004 -2.67952 -2.15496
C -8.31924 -3.88806 -0.06960
C 0.74667 2.25370 -3.31288
B -2.61505 -0.79720 -0.24548
H 3.07055 -1.90868 5.39406
H -3.98259 1.08642 1.69373
H 5.01055 3.99901 3.26367
H 4.94349 -1.80076 -2.47454
H -0.12429 -1.68866 -4.08250
H -3.23212 -0.80975 5.47022
H 0.31180 -3.69363 1.69189
H -7.79125 -4.54320 0.63465
H -9.28199 -3.26260 -2.66741
H 2.57863 -2.32074 0.66407
H 1.86053 -5.20737 2.92508
H 3.41723 -0.94735 -3.76385
H -3.13534 -4.84448 -0.22193
H 3.90145 -1.23510 0.30833
H 2.15302 -1.13368 -4.97847
H 3.30473 -2.43346 -4.73111
H 2.62218 3.65055 3.85936
H -8.52447 -1.89993 -1.84094
H 0.69450 -3.09694 -4.78298
H -0.09670 4.23026 -3.21506
H 4.13038 -3.29250 -3.00559
H -4.67192 0.61908 4.04854
H -1.08933 -1.69549 4.63313
H 5.03624 -3.26493 -1.51155
H -8.72926 -5.46685 -2.32213
H 1.32631 2.42949 -4.21177
H 6.02494 2.71753 1.39958
H -0.10492 -3.23567 -3.22388
H -1.35759 3.73588 -1.09649
H 1.55366 -0.40612 4.12920
H -7.10053 -5.29445 -3.00501
H 1.37484 0.22164 -3.10350
H -8.37861 -2.88405 0.36987
H 4.17368 -2.97134 0.35793
H -7.72543 -2.64305 -3.25064
H -5.45198 -5.45247 -0.83223
H -9.34272 -4.27181 -0.18986
H 3.22593 -4.31187 4.79530
H -7.34135 -6.04012 -1.40475
H -6.45488 -1.29219 -1.44550
*
```

Computed properties:
Kohn-Sham gap ... 0.2439 Ha
LUMO ... -6.39 eV
M ... 924.41 Da

No. 2
The following is a quantum chemistry calculation of an isolated molecule of C5H7N, from the Open Molecules 2025 dataset.

Structure (ORCA input):
```
! RIJCOSX wB97M-V def2-TZVPD def2/J DEFGRID3
* xyz 0 1
N 0.30034 -0.21147 1.05964
C -0.82926 1.15648 -1.50958
C 1.27502 0.10830 0.04263
C 0.80383 -1.28602 0.19777
C -1.14455 0.24807 0.87694
C -1.31731 0.81054 -0.45691
H -1.38871 1.00217 1.64091
H -0.54087 1.52508 -2.46380
H 1.37800 -2.08974 0.66455
H 0.81822 0.57192 -0.85438
H 2.23535 0.54433 0.31275
H 0.14499 -1.61962 -0.60704
H -1.79115 -0.62271 1.03532
*
```

Computed properties:
SMILES ... C#CCN1CC1
Kohn-Sham gap ... 0.3863 Ha
LUMO ... 1.14 eV
M ... 81.12 Da

No. 3
The following is a quantum chemistry calculation of a structure of composition C6H4O, from the Open Molecules 2025 dataset.

Structure (ORCA input):
```
! RIJCOSX wB97M-V def2-TZVPD def2/J DEFGRID3
* xyz 0 1
O -0.94765 -1.11382 2.27356
C -0.92631 -0.73034 1.13627
C -2.07958 -0.41163 -0.25066
C 1.03242 0.45786 -0.16062
C 1.95417 1.17936 -1.02848
C -2.63324 -1.27503 0.46674
C 0.20357 -0.14748 0.47467
H 2.06957 2.21294 -0.68765
H 1.56555 1.19876 -2.05237
H -3.26937 -1.90832 1.05635
H 2.93860 0.70439 -1.03220
*
```

Computed properties:
Kohn-Sham gap ... 0.3588 Ha
LUMO ... 0.04 eV
M ... 92.10 Da

No. 4
The following is a quantum chemistry calculation of a cluster of 3 separate species, C4H15N3 in total, from the Open Molecules 2025 dataset.

Structure (ORCA input):
```
! RIJCOSX wB97M-V def2-TZVPD def2/J DEFGRID3
* xyz 0 1
N -2.26855 1.03648 -0.59454
N -0.16960 -2.12858 -0.75940
N -1.20632 1.49548 -1.46937
C 0.60245 1.57213 0.73559
C 0.24380 0.55918 1.51556
C 1.15988 -0.51450 2.02158
C 0.77410 -1.20493 -1.36042
H 1.78456 -1.23791 -0.92690
H -0.75486 0.54370 1.93155
H -0.35505 -1.86065 0.19990
H 1.99353 -0.69603 1.34729
H 0.01553 2.48812 0.71547
H 0.85895 -1.43560 -2.42350
H -2.89674 0.43461 -1.11142
H 0.63957 -1.44882 2.22206
H -1.03327 0.76616 -2.15276
H 1.57418 -0.16478 2.97076
H 0.40053 -0.19814 -1.24616
H -2.79585 1.86869 -0.31929
H 1.59907 1.63393 0.32426
H 0.21363 -3.06776 -0.75601
H -0.37954 1.55921 -0.86425
*
```

Computed properties:
SMILES ... C=CC.CN.NN
Kohn-Sham gap ... 0.3391 Ha
LUMO ... 1.10 eV
M ... 105.18 Da

No. 5
The following is a quantum chemistry calculation of a structure of composition C25H44CrN2O3SSi, from the Open Molecules 2025 dataset.

Structure (ORCA input):
```
! RIJCOSX wB97M-V def2-TZVPD def2/J DEFGRID3
* xyz 0 5
Cr -0.06253 0.51553 -0.33381
S -0.78281 1.42328 1.76770
Si -1.29226 0.83863 3.66078
O -2.92942 0.89729 3.88521
O -0.67679 -0.62319 4.08704
O -0.74380 1.87263 4.84058
N 1.20993 1.61217 -1.31329
N -1.24559 1.14654 -1.75325
C 1.73626 2.57763 -3.41918
C -2.52191 2.66180 6.30953
C -0.16422 -0.54764 6.46935
C -1.36463 3.05878 5.39913
C 0.48833 -1.20262 -1.43560
C 0.36383 -0.89320 5.08831
C 0.63925 -2.39649 5.03416
C 3.47560 2.16145 -1.73685
C -2.79774 1.83369 -3.82208
C 1.62430 -0.07886 4.79412
C -1.88226 3.95135 4.28154
C -3.72378 -0.86128 5.37673
C -2.55990 0.80469 -1.67661
C -0.64634 1.85065 -2.76358
C 3.06813 2.61871 -2.99180
C 2.49873 1.64721 -0.88392
C -3.98732 -0.05539 4.10664
C 0.78116 2.08124 -2.53618
C -0.56113 -2.50984 1.81882
C -0.28442 3.75937 6.21970
C 0.87487 -2.06523 2.00059
C -3.37949 1.18477 -2.73297
C -5.26563 0.76374 4.26336
C -4.11103 -0.97562 2.89576
C -1.43594 2.14424 -3.87033
H -1.03362 -1.16620 6.72862
H -5.19168 1.40682 5.14784
H -3.25174 -1.65784 2.83464
H -2.26114 4.89703 4.69459
H -2.98298 3.57072 6.72361
H 1.61237 -2.86364 2.08357
H -0.35412 -1.33644 -2.16152
H 1.50287 0.96607 5.09889
H 3.81473 3.01063 -3.67371
H 1.07630 -1.40750 1.16495
H 2.42568 -0.51346 5.40760
H 1.07011 -2.73215 4.08883
H -5.02773 -1.57746 2.97968
H -1.09670 4.18245 3.55289
H -2.70667 3.45463 3.75450
H -0.57764 -3.56658 1.52056
H -0.67623 4.68887 6.66236
H 0.57830 4.01006 5.58767
H 1.38228 -0.86532 -2.00325
H -2.85824 -1.52672 5.26988
H -6.13928 0.10827 4.38418
H -3.28187 2.11128 5.74101
H -1.18007 -2.35089 2.69690
H -4.15893 -0.38977 1.96933
H -0.97879 -1.94169 0.93954
H 0.83373 -1.41895 2.87415
H 1.37496 -2.65460 5.81047
H 1.94970 -0.08557 3.74721
H -0.42868 0.51358 6.53297
H 0.05319 3.10031 7.03591
H -3.41735 2.10222 -4.66479
H -2.89520 0.26854 -0.76860
H -0.27864 -2.98270 5.18926
H 0.61662 -0.72965 7.22028
H 2.73779 1.27671 0.12422
H 4.51985 2.18557 -1.41482
H -3.56856 -0.20804 6.24589
H -2.18233 2.03941 7.14811
H -4.60484 -1.48694 5.58043
H -0.91681 2.57753 -4.71295
H -4.44054 0.96486 -2.68690
H 0.72402 -2.20163 -1.10240
H -5.41924 1.39112 3.37762
H 1.36981 2.86174 -4.40562
*
```

Computed properties:
Kohn-Sham gap (alpha / beta) ... 0.1949 / 0.2728 Ha
LUMO (alpha / beta) ... -0.63 / -0.87 eV
M ... 532.79 Da

No. 6
The following is a quantum chemistry calculation of a cluster of 7 separate species, C6H24BrO6 in total, from the Open Molecules 2025 dataset.

Structure (ORCA input):
```
! RIJCOSX wB97M-V def2-TZVPD def2/J DEFGRID3
* xyz -1 1
Br -0.38190 -0.24431 -0.59742
O 2.30733 1.54851 -1.76813
O -3.77093 0.73788 -3.24693
O -1.92096 0.76227 2.23199
O 1.48182 3.84524 1.48863
O 2.39608 -1.98104 -0.55088
O -0.54427 -3.51658 -0.08082
C -2.73758 1.59658 -2.83070
C -1.29776 0.04296 3.26562
C 1.74584 2.60148 -2.53745
C 1.26800 2.41117 1.44993
C 2.51932 -3.25429 0.06193
C -0.76142 -4.03459 1.29884
H 0.09867 -3.82706 1.93545
H -0.36987 0.51740 3.58504
H -1.85600 0.06516 4.20156
H 2.13907 1.84041 1.12810
H 1.09195 2.09318 2.47754
H -2.81485 2.43502 -3.52290
H 2.35930 -3.15586 1.13562
H -1.03729 -5.08836 1.33871
H -1.74838 1.13959 -2.85791
H 1.29172 3.31792 -1.85290
H -1.68235 -3.57848 1.66209
H -1.24100 -1.00126 2.95820
H 2.47657 3.12910 -3.15045
H 0.99528 2.25150 -3.24617
H 0.30011 2.19347 0.99839
H -1.44484 0.39662 1.48284
H 0.81611 4.24328 0.92296
H -3.00111 2.03848 -1.86978
H -0.51910 -2.55703 -0.09562
H 3.53308 -3.64761 -0.01351
H 1.61045 1.07865 -1.30426
H 1.49813 -1.65814 -0.44591
H 1.80121 -3.95989 -0.35586
H -4.60044 1.21863 -3.29583
*
```

Computed properties:
Kohn-Sham gap ... 0.3210 Ha
LUMO ... 3.11 eV
M ... 272.16 Da

No. 7
The following is a quantum chemistry calculation of a cluster of 2 separate species, C2H9NOS2 in total, from the Open Molecules 2025 dataset.

Structure (ORCA input):
```
! RIJCOSX wB97M-V def2-TZVPD def2/J DEFGRID3
* xyz 0 1
S -0.04180 -2.61229 -0.13381
S 1.98910 -2.86117 -0.34729
O -2.31651 2.06262 0.96738
N 0.15696 1.46375 -0.52843
C -0.18683 -0.88530 0.29261
C 0.59387 0.05138 -0.58980
H -2.97712 1.75885 0.37512
H 0.38229 1.89979 -1.41700
H -1.21813 -0.48925 0.22265
H -1.45373 1.91992 0.54905
H 1.64186 0.12264 -0.33422
H 0.68734 1.96014 0.17907
H 2.10483 -3.17547 0.97990
H -0.02773 -0.79313 1.36501
H 0.66562 -0.42249 -1.58023
*
```

Computed properties:
SMILES ... NCCSS.O
Kohn-Sham gap ... 0.3558 Ha
LUMO ... 0.44 eV
M ... 127.23 Da

No. 8
The following is a quantum chemistry calculation of a cluster of 2 separate species, C5H14 in total, from the Open Molecules 2025 dataset.

Structure (ORCA input):
```
! RIJCOSX wB97M-V def2-TZVPD def2/J DEFGRID3
* xyz 1 2
C 0.17403 -1.31865 -2.36874
C 0.74316 0.38412 1.53648
C 0.09718 -2.41891 -1.32237
C -0.29164 1.21284 0.89535
C -0.73220 2.45611 1.54962
H -1.16174 1.99770 2.49199
H 1.14999 -0.83517 -2.41438
H 0.11900 1.67855 -0.11533
H -1.11080 0.71415 0.35128
H -1.48683 2.99426 0.96892
H 0.64177 -2.16768 -0.42046
H 0.45095 -3.39669 -1.63714
H -0.63024 -0.58605 -2.23017
H -0.03446 -1.70354 -3.35801
H 1.47667 1.03772 1.99162
H 0.00636 3.16345 1.94188
H 0.23720 -0.22679 2.29718
H 1.27613 -0.31563 0.88345
H -0.92456 -2.66976 -1.04116
*
```

Computed properties:
Kohn-Sham gap (alpha / beta) ... 0.4225 / 0.1600 Ha
LUMO (alpha / beta) ... -3.33 / -10.46 eV
M ... 74.17 Da

No. 9
The following is a quantum chemistry calculation of a structure of composition C25H24Br3N2O7Pm, from the Open Molecules 2025 dataset.

Structure (ORCA input):
```
! RIJCOSX wB97M-V def2-TZVPD def2/J DEFGRID3
* xyz 0 5
Pm 1.58081 -0.89634 0.00949
Br 3.74654 -1.84052 4.00848
Br 0.34088 -0.39895 2.92045
Br 2.19716 -3.54944 1.76784
O 3.71111 -0.31716 0.73239
O 1.40208 1.52586 -3.01034
O 3.44793 -0.24235 -1.43420
O 0.62519 0.78399 -1.03466
O 0.14486 -5.17744 -0.93664
O 2.00290 2.10823 1.28651
O 0.88636 -2.68439 -1.10198
N -0.94732 -1.25979 0.28483
N -1.33525 -1.95492 -0.78751
C -0.92872 -3.63241 -2.43067
C -0.29346 -2.42700 -1.78217
C -2.94937 2.07637 2.00285
C -2.50604 -4.50488 -4.04936
C 3.42010 2.32957 1.13964
C 3.63720 1.87391 -0.30556
C -0.72188 -4.92821 -1.94335
C -1.41617 -5.99681 -2.50246
C -5.01325 3.29492 2.27830
C -1.81990 1.35191 2.60564
C 2.32510 2.47733 -0.99614
C -1.24114 0.26478 2.08621
C -2.30528 -5.78096 -3.54073
C 3.71610 0.34849 -0.36619
C 3.86773 -3.21947 2.66300
C -4.08394 3.00249 0.08400
C -3.01792 2.30153 0.62630
C 1.40935 1.53662 -1.80700
C 3.56557 3.84793 1.26987
C -1.80848 -3.44638 -3.49058
C 1.59657 3.01758 0.25036
C -5.08729 3.49262 0.90664
C 2.22064 4.33821 0.69464
C -1.73262 -0.47553 0.92007
C -3.94719 2.60034 2.82414
H 4.15528 -4.13531 3.16247
H -3.18410 -4.33745 -4.87448
H 2.32911 5.04288 -0.12880
H -2.21618 1.95722 -0.01614
H -5.91813 4.03982 0.48169
H 2.55584 3.28886 -1.68609
H 3.96072 1.73853 1.87183
H -4.11935 3.17489 -0.98364
H -1.42758 1.74701 3.53520
H 4.43052 4.21896 0.72067
H -2.76777 -0.33165 0.62089
H 0.62992 -4.33599 -0.78712
H 4.59260 -2.89934 1.92547
H 1.60876 4.80617 1.46495
H -2.21955 -1.69168 -1.21183
H -1.24013 -6.98949 -2.11119
H 4.55006 2.27497 -0.74935
H -2.83749 -6.62308 -3.96466
H -1.93489 -2.44444 -3.88918
H -5.78633 3.68625 2.92626
H -3.89187 2.45244 3.89543
H 0.51287 3.01125 0.16631
H 3.68302 4.13557 2.31306
H -0.15427 -1.62613 -2.52387
*
```

Computed properties:
Kohn-Sham gap (alpha / beta) ... 0.2867 / 0.2867 Ha
LUMO (alpha / beta) ... -0.33 / -0.33 eV
M ... 849.19 Da

No. 10
The following is a quantum chemistry calculation of a cluster of 2 separate species, C8H16N2 in total, from the Open Molecules 2025 dataset.

Structure (ORCA input):
```
! RIJCOSX wB97M-V def2-TZVPD def2/J DEFGRID3
* xyz 2 3
N -0.89140 1.33494 -1.10202
N -0.27778 -0.63156 -1.45236
C -0.75701 -0.18669 -2.74466
C -0.29380 -0.61423 2.40616
C -1.07138 1.19222 -2.34748
C -0.24645 0.26866 -0.53081
C 0.76421 -2.32014 0.79972
C 0.76425 -0.92084 1.44251
C -1.14919 2.61902 -0.48310
C 1.91823 -0.04018 1.35847
H -0.12966 -2.82956 0.85642
H -0.01719 -1.08018 3.31696
H -1.51053 2.35977 0.49861
H -1.54543 -0.77069 -3.28046
H -1.59653 2.04653 -2.94843
H 1.32311 -2.40821 -0.03971
H 2.74010 -0.54136 1.81548
H -0.35617 3.35087 -0.37627
H -0.36064 0.43858 2.50364
H 1.93526 0.95137 2.05862
H 2.20651 0.18740 0.35217
H 0.15799 -1.63228 -1.40899
H 1.28439 -2.83819 1.67208
H -1.79020 3.20295 -1.13343
H -1.14005 -1.13288 2.18297
H 0.03938 -0.00532 -3.41607
*
```

Computed properties:
Kohn-Sham gap (alpha / beta) ... 0.2157 / 0.2864 Ha
LUMO (alpha / beta) ... -9.17 / -11.59 eV
M ... 140.23 Da

No. 11
The following is a quantum chemistry calculation of an isolated molecule of C7H15NO2, from the Open Molecules 2025 dataset.

Structure (ORCA input):
```
! RIJCOSX wB97M-V def2-TZVPD def2/J DEFGRID3
* xyz 0 1
O 2.60008 0.20203 0.45551
O -2.39411 1.13697 0.58006
N -0.46860 -1.01801 -0.80790
C 0.85704 0.72005 -1.28357
C 0.13581 0.36574 1.10302
C -1.56511 1.15558 -0.27607
C -0.22565 0.26146 -0.27827
C 2.16194 0.24124 -1.01394
C 1.55467 -0.19902 1.29950
C -1.57381 -1.79222 -0.02538
H -0.43181 -0.44871 1.74078
H 0.35776 1.38639 1.59743
H -1.35919 -2.13529 1.03701
H 0.37503 -1.47558 -0.95355
H -2.14596 1.31533 1.61287
H 2.91849 0.77641 -1.52440
H 0.84712 1.83013 -0.72765
H 1.46323 -1.49193 1.12033
H -1.89223 -2.52306 -0.69050
H -2.51446 -1.01360 -0.19909
H 0.49894 0.71032 -2.12863
H -1.31801 2.35319 -0.21648
H 2.19634 -0.98285 -1.19913
H 2.00044 -0.36000 2.16932
H -2.07795 0.98545 -1.39125
*
```

Computed properties:
SMILES ... CNC1(CO)CCOCC1
Kohn-Sham gap ... 0.3378 Ha
LUMO ... 0.59 eV
M ... 145.20 Da

Table of max |F| (eV Å⁻¹), in record order: 3.0, 1.4, 0.8, 1.4, 1.8, 2.9, 1.7, 0.8, 1.2, 8.1, 16.2